{"formula": "C60H135N21O4P4", "method": "wB97M-V/def2-TZVPD", "species": ["C", "C", "C", "C", "N", "H", "H", "H", "H", "H", "H", "H", "C", "C", "C", "C", "N", "H", "H", "H", "H", "H", "H", "H", "C", "C", "C", "C", "N", "H", "H", "H", "H", "H", "H", "H", "C", "C", "C", "C", "N", "H", "H", "H", "H", "H", "H", "H", "C", "C", "C", "C", "N", "H", "H", "H", "H", "H", "H", "H", "C", "C", "C", "C", "N", "H", "H", "H", "H", "H", "H", "H", "C", "C", "C", "C", "N", "H", "H", "H", "H", "H", "H", "H", "C", "C", "C", "C", "N", "H", "H", "H", "H", "H", "H", "H", "C", "C", "C", "C", "N", "H", "H", "H", "H", "H", "H", "H", "O", "P", "N", "C", "C", "N", "C", "C", "N", "C", "C", "H", "H", "H", "H", "H", "H", "H", "H", "H", "H", "H", "H", "H", "H", "H", "H", "H", "H", "O", "P", "N", "C", "C", "N", "C", "C", "N", "C", "C", "H", "H", "H", "H", "H", "H", "H", "H", "H", "H", "H", "H", "H", "H", "H", "H", "H", "H", "O", "P", "N", "C", "C", "N", "C", "C", "N", "C", "C", "H", "H", "H", "H", "H", "H", "H", "H", "H", "H", "H", "H", "H", "H", "H", "H", "H", "H", "O", "P", "N", "C", "C", "N", "C", "C", "N", "C", "C", "H", "H", "H", "H", "H", "H", "H", "H", "H", "H", "H", "H", "H", "H", "H", "H", "H", "H"], "coordinates": [[-0.10798, 0.39873, 7.81073], [1.18173, -0.22538, 7.34885], [1.30163, -0.42804, 5.83721], [0.89338, 0.73785, 5.13495], [0.44458, 1.74635, 4.76821], [-0.24239, 0.50242, 8.87545], [-0.99447, 0.00144, 7.27544], [0.02127, 1.42695, 7.44654], [1.36255, -1.15360, 7.86945], [1.98273, 0.39178, 7.78244], [0.70379, -1.23552, 5.40402], [2.32756, -0.66874, 5.55457], [2.70706, 5.66014, 3.42159], [1.56475, 5.03073, 2.78432], [1.59336, 5.04888, 1.26185], [2.85207, 4.50359, 0.69075], [3.91914, 4.14126, 0.44469], [3.75920, 5.36175, 3.08234], [2.57822, 5.37438, 4.45996], [2.64134, 6.78445, 3.45345], [0.62618, 5.47670, 3.16273], [1.59915, 3.97008, 3.02840], [1.62156, 6.10109, 0.95122], [0.72702, 4.56020, 0.77524], [-6.72360, -1.39617, -1.96270], [-5.80863, -0.47294, -2.76047], [-6.42969, -0.08565, -4.09564], [-7.59881, 0.73947, -3.86522], [-8.49544, 1.38832, -3.58082], [-6.85163, -2.33421, -2.48896], [-7.72050, -0.91093, -1.86004], [-6.42615, -1.59667, -0.92130], [-4.88294, -1.05577, -2.88585], [-5.42367, 0.40342, -2.17019], [-6.73553, -1.00827, -4.58229], [-5.70067, 0.38533, -4.74862], [5.68563, -5.19223, -0.47532], [4.60367, -4.84116, 0.45183], [3.24727, -4.95190, -0.22213], [2.91942, -6.22776, -0.83449], [2.77900, -7.21781, -1.38298], [6.60590, -5.39980, 0.07210], [5.98001, -4.32398, -1.09440], [5.40868, -6.05804, -1.07482], [4.69813, -3.79974, 0.77938], [4.59428, -5.45050, 1.37878], [3.12469, -4.18324, -0.98667], [2.46236, -4.80716, 0.52378], [-2.37412, 1.41435, -6.18484], [-2.19829, 0.60073, -4.92293], [-0.91209, -0.29448, -5.05673], [0.26242, 0.57894, -4.91680], [1.15990, 1.26472, -4.64415], [-1.51026, 2.05916, -6.32155], [-3.28725, 2.01177, -6.29605], [-2.34091, 0.80998, -7.09242], [-3.01957, -0.09803, -4.84382], [-2.08832, 1.22276, -4.04682], [-0.90103, -0.86168, -5.97502], [-0.76421, -0.93501, -4.21082], [-2.30603, 3.26927, 4.65534], [-2.51110, 4.81584, 4.77249], [-3.39044, 5.31738, 3.64014], [-2.71755, 5.39752, 2.38230], [-2.25830, 5.50680, 1.32263], [-1.60185, 2.95162, 5.40181], [-1.93255, 3.07100, 3.64757], [-3.24931, 2.77666, 4.73288], [-1.55896, 5.33284, 4.76921], [-3.00350, 5.08865, 5.72205], [-3.74790, 6.36657, 3.86838], [-4.30125, 4.73465, 3.60002], [-5.07200, -1.99550, 5.91951], [-4.80023, -2.79305, 4.66653], [-3.61562, -3.75163, 4.83252], [-2.39684, -2.99986, 5.18180], [-1.47439, -2.33868, 5.37783], [-5.78832, -1.15741, 5.77335], [-4.16981, -1.56016, 6.30689], [-5.48467, -2.59272, 6.70536], [-4.61289, -2.16131, 3.77013], [-5.68869, -3.40220, 4.46783], [-3.46701, -4.31089, 3.88397], [-3.78600, -4.49254, 5.65353], [-0.09852, -7.62183, 2.61148], [0.17169, -6.75292, 1.45865], [-1.03925, -6.47646, 0.52658], [-2.10671, -5.72353, 1.24419], [-2.93057, -5.12351, 1.84488], [0.76465, -7.95844, 3.14493], [-0.58880, -8.57492, 2.33227], [-0.73141, -7.12642, 3.29749], [0.85577, -7.28912, 0.85114], [0.60550, -5.80929, 1.86827], [-1.42639, -7.46107, 0.24263], [-0.72617, -5.92092, -0.34970], [-2.62889, -4.19584, -1.66341], [-1.68669, -4.23706, -2.92810], [-2.37453, -4.38821, -4.25950], [-3.44160, -3.40499, -4.46524], [-4.34881, -2.78106, -4.73396], [-3.43476, -3.43846, -1.79104], [-2.10633, -3.85670, -0.74764], [-3.03644, -5.17339, -1.46964], [-0.97527, -5.07063, -2.81336], [-1.19664, -3.28617, -3.03344], [-2.89009, -5.28295, -4.41355], [-1.69663, -4.21308, -5.08286], [-4.06684, 5.24305, -5.79476], [-4.01734, 5.56239, -4.33627], [-4.78641, 6.97357, -3.86170], [-4.86175, 8.04719, -4.79670], [-4.99765, 7.27150, -2.48850], [-2.39851, 5.65986, -3.86140], [-1.87522, 6.05968, -2.61156], [-1.41113, 5.05023, -4.71846], [-4.77321, 4.44203, -3.34937], [-4.12521, 3.10421, -3.25326], [-6.20981, 4.27385, -3.69405], [-5.90350, 8.45773, -4.82763], [-4.65810, 7.55006, -5.75281], [-4.09245, 8.78877, -4.57416], [-6.01621, 7.68867, -2.33588], [-4.24159, 7.98574, -2.19698], [-4.92766, 6.38426, -1.82078], [-1.40194, 7.03150, -2.67809], [-2.65445, 6.04122, -1.81962], [-1.08834, 5.34312, -2.30790], [-1.81768, 4.70155, -5.70821], [-0.62646, 5.75341, -4.87918], [-1.02825, 4.13202, -4.22993], [-3.14683, 3.18988, -2.73707], [-4.86870, 2.50708, -2.76689], [-3.89398, 2.75956, -4.26147], [-6.66417, 3.64414, -2.92063], [-6.30757, 3.69870, -4.61248], [-6.77202, 5.21168, -3.73456], [-0.63690, -0.59088, -1.50750], [-0.78925, -0.17500, -0.11829], [0.08591, 1.28229, 0.01010], [0.19720, 1.95486, 1.25297], [0.19334, 2.24894, -1.04711], [-0.12494, -1.27479, 0.94269], [-0.41162, -1.33240, 2.30351], [0.71363, -2.31929, 0.43051], [-2.35088, 0.10334, 0.45758], [-3.38881, -0.93283, 0.37392], [-2.99246, 1.32812, 0.10374], [0.06778, 1.27488, 2.10198], [-0.45413, 2.85000, 1.39726], [1.24462, 2.24546, 1.44323], [1.09652, 2.79555, -0.79275], [-0.67522, 2.92742, -1.09680], [0.39948, 1.68919, -1.95199], [0.38463, -0.88361, 2.94809], [-1.30797, -0.77096, 2.63313], [-0.51372, -2.40639, 2.60283], [1.62861, -2.43318, 1.04443], [0.11913, -3.22625, 0.54714], [0.95651, -2.01608, -0.60806], [-3.18418, -1.87008, 0.94646], [-4.25572, -0.49228, 0.85180], [-3.60643, -1.16999, -0.69407], [-3.82232, 1.41144, 0.81040], [-3.42436, 1.27043, -0.87411], [-2.39403, 2.19419, 0.04328], [2.25316, -3.30364, -2.92352], [3.26595, -2.42988, -3.54934], [4.64754, -3.28667, -3.85050], [4.76969, -4.75357, -3.86170], [5.85192, -2.62366, -4.33089], [3.72096, -1.21753, -2.54248], [2.80065, -0.08107, -2.20413], [4.60833, -1.46974, -1.40490], [2.58551, -1.72807, -4.94230], [3.35099, -0.68381, -5.68405], [1.56487, -2.44008, -5.67970], [5.75058, -4.96879, -3.43666], [4.74283, -5.06758, -4.90672], [3.91924, -5.16540, -3.37728], [5.90071, -2.57698, -5.39132], [6.66860, -3.21061, -3.89668], [5.89974, -1.61000, -3.90692], [3.22343, 0.93679, -2.36859], [1.88699, -0.19506, -2.79477], [2.57322, -0.22983, -1.16745], [5.55838, -1.88111, -1.72521], [4.81225, -0.58811, -0.83914], [4.18260, -2.20497, -0.70594], [2.65214, -0.17269, -6.27761], [3.73896, 0.04697, -4.98081], [4.18348, -1.04886, -6.30025], [0.97198, -3.10990, -5.07897], [2.00842, -2.92844, -6.53838], [0.96853, -1.72211, -6.18042], [4.34854, -1.07602, 5.23272], [5.07151, -0.35745, 4.17959], [6.25787, 0.53260, 4.82308], [6.79921, 0.50771, 6.19240], [7.14347, 1.21983, 3.83026], [4.19506, 0.73044, 3.29439], [4.02528, 2.13303, 3.75477], [3.42582, 0.35096, 2.13260], [5.60226, -1.46318, 3.02336], [6.28789, -1.03979, 1.84415], [6.11025, -2.67635, 3.69417], [7.62864, -0.22045, 6.23039], [5.95800, 0.24451, 6.82969], [7.15593, 1.51232, 6.41323], [6.66343, 1.25600, 2.83923], [8.08490, 0.70546, 3.66320], [7.28760, 2.26773, 4.14855], [2.99577, 2.31660, 3.48778], [4.10873, 2.18360, 4.84510], [4.74113, 2.77679, 3.26008], [3.53975, 1.04203, 1.30376], [3.73584, -0.66170, 1.83847], [2.33382, 0.26549, 2.30948], [6.29589, -1.94662, 1.18130], [5.71793, -0.24576, 1.33865], [7.26601, -0.65436, 2.00165], [6.42219, -3.34423, 2.89404], [5.30755, -3.24662, 4.17607], [6.90731, -2.42610, 4.40983]], "forces_ev_per_angstrom": [[-0.5, 1.2, -1.6], [0.5, -0.5, 1.2], [0.7, -1.0, 0.0], [-1.1, 2.7, -0.5], [0.9, -1.3, -0.1], [0.0, -0.5, 0.3], [0.4, 0.0, 0.6], [-0.7, 0.1, 0.1], [-0.1, -0.7, -0.2], [0.1, 0.1, -0.7], [-0.2, -0.1, 0.6], [0.2, 0.0, 0.1], [2.3, 1.9, 1.4], [-1.1, -1.6, -1.4], [0.0, 0.8, -1.3], [0.2, -0.1, 0.9], [-0.6, 0.0, -0.2], [-1.6, 0.3, 0.3], [0.6, 0.0, 0.5], [0.2, -0.9, -0.4], [0.3, -0.4, -0.4], [-0.5, -0.1, 0.4], [-0.3, -0.1, -0.2], [0.4, 0.4, 0.4], [-1.2, 1.0, 0.7], [1.5, -0.3, 1.4], [0.5, -0.6, 0.2], [0.4, 0.0, -0.2], [-0.6, 0.4, 0.1], [0.0, -0.2, -0.1], [0.4, -0.4, -0.1], [0.3, 0.1, -0.5], [-0.2, 0.3, -0.7], [-0.9, -0.5, -0.5], [-0.1, -0.1, -0.2], [-0.1, 0.3, -0.1], [1.9, 0.3, -0.5], [-1.1, 0.1, 1.3], [-1.1, 0.4, 0.5], [0.9, 0.7, 0.1], [-0.4, -1.1, -0.4], [0.0, -0.3, 0.0], [-0.5, -0.5, -0.2], [0.3, 0.1, -0.2], [0.0, -0.1, 0.1], [0.1, 0.1, -0.5], [-0.2, 0.0, -0.2], [-0.1, 0.4, 0.0], [0.3, 0.4, -0.9], [0.6, -1.2, -0.9], [-0.2, 1.7, 0.5], [1.2, 0.9, 0.2], [-1.3, -0.7, -0.6], [0.0, 0.5, 0.1], [0.2, 0.0, 0.5], [-0.2, -0.5, 0.1], [-0.4, -0.1, 0.5], [-0.2, 0.0, 0.3], [0.0, 0.0, -0.2], [-0.4, -0.8, 0.6], [0.2, 2.0, -0.5], [-0.3, -1.0, 0.5], [-0.7, 1.8, 1.4], [0.5, 0.0, -2.4], [-0.2, -0.2, 1.3], [0.2, -0.4, 0.1], [0.3, -0.2, 0.2], [-0.7, -0.5, 0.3], [0.3, 0.1, -0.1], [0.2, -0.3, -0.3], [0.4, -0.9, -0.2], [-0.1, -0.3, -0.4], [-0.5, 1.2, -0.3], [-0.3, -0.2, -0.4], [0.1, -0.6, 0.2], [0.1, 0.1, -0.5], [-0.3, -0.3, 0.1], [0.4, -0.5, -0.1], [0.5, 0.3, 0.2], [-0.3, -0.6, 0.5], [-0.1, -0.3, 0.6], [0.2, 0.0, -0.3], [0.2, 0.3, 0.7], [0.0, 0.5, -0.6], [-1.1, -1.8, 0.3], [0.1, 1.3, -0.4], [-0.1, -0.1, 1.4], [-2.2, 1.6, 1.5], [2.8, -2.0, -2.0], [0.9, 0.2, 0.2], [0.0, 0.5, -0.1], [-0.8, 0.4, 1.0], [1.1, 0.0, -0.8], [-0.1, -0.5, -0.8], [-0.2, 0.3, -0.2], [-0.1, 0.1, -0.2], [0.6, 1.1, -0.8], [-0.5, -0.2, 1.3], [-0.5, 1.6, 0.0], [1.2, -1.1, 0.2], [-1.5, 1.4, -0.3], [0.3, -0.7, -0.1], [0.1, -0.3, -0.6], [-0.4, -0.3, 0.1], [0.1, 0.6, -0.1], [0.8, 0.3, 0.6], [-0.5, -1.9, -0.2], [0.5, -0.3, -0.2], [-0.2, 0.5, 0.9], [0.7, 0.2, -0.2], [0.1, -2.1, -0.4], [-0.5, -0.3, -0.7], [-0.7, -0.1, 1.1], [-1.7, -0.8, -1.7], [-0.2, -0.4, 1.5], [-0.6, -1.6, -0.8], [-0.3, -0.1, 0.0], [0.6, 1.9, -0.6], [0.2, -0.6, 0.7], [0.9, 0.0, 0.1], [0.0, 0.7, -0.2], [-0.2, 0.4, -0.2], [0.5, 0.0, 0.0], [0.1, 0.5, 0.6], [0.0, 0.5, -0.7], [0.1, 0.5, 0.2], [0.6, 0.2, -0.4], [-0.3, 0.2, 0.1], [0.2, 0.7, 1.1], [0.9, 0.4, -0.2], [0.3, 0.3, -0.1], [-0.7, -0.2, 0.1], [0.1, -0.8, 0.4], [-0.2, -0.5, -0.1], [0.0, 0.2, 0.0], [-0.2, 0.2, -0.4], [0.4, -0.1, -0.1], [-0.3, -0.8, -1.5], [0.6, 1.1, 0.9], [-1.3, -0.8, 0.6], [0.6, -0.2, 2.2], [0.4, -0.7, -0.4], [-0.8, 1.6, -1.5], [-0.3, -0.3, 3.0], [0.4, 0.4, -0.3], [1.1, -0.9, 0.2], [0.6, -0.9, 0.0], [-1.1, -0.1, 0.1], [-0.6, 0.1, -0.1], [0.2, -0.6, -0.2], [-0.2, 0.4, -0.4], [0.1, 0.5, -0.3], [0.2, -0.1, -0.2], [-0.3, 0.4, -0.5], [-0.1, -0.5, -0.4], [0.2, -0.5, -0.6], [-0.1, 0.8, 0.0], [-0.2, 0.2, -0.3], [0.3, -0.6, -0.6], [0.0, -1.0, 0.4], [0.3, 0.7, -0.6], [-0.4, -0.1, -0.1], [-0.1, 0.0, 0.7], [0.1, 0.8, -0.1], [-0.6, -0.2, -1.0], [1.0, 0.9, 0.6], [-0.5, -0.9, -0.1], [-1.3, -0.4, -0.3], [0.4, 0.4, 0.2], [0.0, 1.6, -1.1], [-0.3, 0.1, 1.7], [0.7, 2.2, 0.3], [0.1, -0.7, -1.2], [-0.1, -1.4, -0.6], [1.7, 0.6, 1.4], [0.1, -1.2, 1.2], [1.1, 0.2, -0.6], [-0.3, -0.5, 0.2], [0.2, -0.4, 0.0], [-0.4, -0.6, 0.7], [0.3, -0.1, -1.0], [0.3, 0.3, -0.4], [0.1, -0.2, -0.3], [0.0, -0.8, 0.0], [0.2, 0.2, 0.2], [-0.5, 0.3, 0.7], [0.3, -0.1, -0.1], [0.0, 0.8, 0.1], [-0.1, 0.1, 0.0], [-0.8, 0.7, -1.0], [0.1, 0.0, 0.1], [-0.2, -0.2, 0.0], [0.0, -0.1, 0.3], [0.3, -0.9, -0.1], [-1.0, 0.9, -0.1], [-0.3, -0.6, 0.9], [-1.4, -0.3, -0.8], [2.2, 1.5, -0.9], [-0.6, -0.5, -1.2], [-1.0, 0.3, 0.3], [0.6, 0.4, 0.1], [-0.2, -1.7, 0.1], [-0.7, -1.0, 0.0], [-0.6, 0.1, 1.7], [-1.0, -1.0, -1.4], [-0.4, -0.1, -0.7], [-0.3, 0.3, 0.4], [0.3, -0.2, 0.3], [0.1, 0.0, 0.2], [0.0, 0.1, 0.5], [0.3, 0.0, 0.4], [0.2, -0.5, -0.1], [-0.2, 0.8, 0.0], [0.1, 0.1, -0.2], [0.0, 0.4, -0.1], [0.3, 0.2, -0.2], [-0.1, 0.4, -0.1], [0.4, 0.2, 0.3], [0.4, 1.0, 0.2], [0.2, -0.3, 0.1], [1.1, 0.0, 0.1], [0.7, 0.0, 0.0], [0.1, 0.6, 0.2], [0.0, -0.4, -0.2]], "total_energy_ev": -141050.34392, "orbital_gap_ev": 8.81}